(1)
Computed, not measured: C37H37F3O2P2Pt as an isolated structure, with ωB97M-V/def2-TZVPD.

Values from the calculation:
- Spin multiplicity: 3
- Relative energy (zero: lowest compared OMol25 entry of this formula, charge and spin): 75.6 kcal per mole
- Frontier orbital gap (spin up / spin down): 0.2127 / 0.1312 Eh
- E_LUMO (spin up / spin down): -1.18 / -3.68 eV
- Energy: -73033.9274 eV

Atoms and positions in Å:
Pt -0.09 1.18 -0.36
C 1.96 -2.04 4.21
C 2.08 -2.16 2.89
C 1.78 -3.41 2.12
C 0.42 -3.35 1.42
C -0.72 -3.02 2.34
C -0.74 -3.27 3.66
C 0.27 -3.96 4.52
C 1.46 -3.13 5.10
C -0.78 1.11 1.60
H 2.24 -1.13 4.74
H 2.48 -1.34 2.29
H 1.83 -4.29 2.76
H 2.56 -3.50 1.35
H 0.46 -2.61 0.61
H 0.22 -4.33 0.95
H -1.65 -2.66 1.87
H -1.64 -2.99 4.21
H 0.68 -4.87 4.04
H -0.26 -4.28 5.43
H 1.18 -2.68 6.07
H 2.27 -3.85 5.31
H -0.10 1.78 2.15
H -0.77 0.13 2.10
H -1.81 1.51 1.64
P 1.29 1.51 -2.16
P -1.54 0.70 -2.01
C 0.87 -0.01 -3.02
C -0.45 -0.38 -3.00
C 1.94 2.72 -3.35
C 2.64 2.14 -4.42
C 3.41 2.92 -5.29
C 3.46 4.30 -5.10
C 2.72 4.90 -4.07
C 1.97 4.12 -3.19
C 2.63 1.25 -0.96
C 1.95 1.12 0.25
C 2.60 0.84 1.43
C 4.01 0.62 1.33
C 4.70 0.85 0.14
C 4.02 1.22 -1.02
C -2.44 1.61 -3.34
C -1.76 2.45 -4.26
C -2.39 2.88 -5.43
C -3.72 2.54 -5.70
C -4.41 1.74 -4.78
C -3.78 1.30 -3.62
C -2.87 -0.23 -1.20
C -3.79 0.41 -0.35
C -4.76 -0.35 0.30
C -4.81 -1.74 0.09
C -3.89 -2.37 -0.75
C -2.91 -1.61 -1.40
H 1.66 -0.57 -3.52
H -0.87 -1.16 -3.64
H 2.60 1.06 -4.56
H 3.96 2.44 -6.09
H 4.06 4.91 -5.78
H 2.76 5.98 -3.95
H 1.42 4.58 -2.36
H -0.31 -0.43 -0.07
H 2.04 0.73 2.36
H 4.55 0.27 2.21
H 5.79 0.74 0.10
H 4.53 1.49 -1.95
H -0.72 2.74 -4.08
H -1.84 3.49 -6.16
H -4.22 2.90 -6.60
H -5.45 1.45 -4.98
H -4.35 0.67 -2.93
H -3.74 1.49 -0.20
H -5.47 0.13 0.98
H -5.56 -2.34 0.61
H -3.92 -3.45 -0.91
H -2.16 -2.08 -2.04
F 0.83 -0.77 7.63
C -0.42 -0.66 7.08
F -1.03 -1.87 7.24
F -1.11 0.25 7.82
C -0.37 -0.20 5.54
O 0.60 0.54 5.29
O -1.30 -0.64 4.84

Per-atom Mulliken charges, elementary charge units: atom 1 (Pt): 1.346, atom 2 (C): -0.378, atom 3 (C): 0.043, atom 4 (C): -1.300, atom 5 (C): -0.190, atom 6 (C): -0.155, atom 7 (C): -0.224, atom 8 (C): -0.896, atom 9 (C): -0.786, atom 10 (C): -1.380, atom 11 (H): 0.508, atom 12 (H): 0.066, atom 13 (H): 0.467, atom 14 (H): 0.487, atom 15 (H): -0.201, atom 16 (H): 0.431, atom 17 (H): 0.241, atom 18 (H): 0.213, atom 19 (H): 0.454, atom 20 (H): 0.390, atom 21 (H): 0.208, atom 22 (H): 0.413, atom 23 (H): 0.423, atom 24 (H): 0.332, atom 25 (H): 0.400, atom 26 (P): 0.141, atom 27 (P): 0.234, atom 28 (C): -0.363, atom 29 (C): -0.950, atom 30 (C): 0.575, atom 31 (C): -0.393, atom 32 (C): -0.729, atom 33 (C): -0.427, atom 34 (C): -0.673, atom 35 (C): -0.262, atom 36 (C): 0.652, atom 37 (C): -0.415, atom 38 (C): -0.391, atom 39 (C): -0.282, atom 40 (C): -0.679, atom 41 (C): -0.623, atom 42 (C): 0.655, atom 43 (C): -0.093, atom 44 (C): -0.758, atom 45 (C): -0.450, atom 46 (C): -0.760, atom 47 (C): -0.405, atom 48 (C): 0.375, atom 49 (C): 0.121, atom 50 (C): -0.815, atom 51 (C): -0.420, atom 52 (C): -0.748, atom 53 (C): -0.345, atom 54 (H): 0.632, atom 55 (H): 0.696, atom 56 (H): 0.246, atom 57 (H): 0.410, atom 58 (H): 0.393, atom 59 (H): 0.390, atom 60 (H): 0.463, atom 61 (H): -0.606, atom 62 (H): 0.478, atom 63 (H): 0.457, atom 64 (H): 0.387, atom 65 (H): 0.527, atom 66 (H): 0.246, atom 67 (H): 0.404, atom 68 (H): 0.376, atom 69 (H): 0.398, atom 70 (H): 0.303, atom 71 (H): 0.519, atom 72 (H): 0.409, atom 73 (H): 0.391, atom 74 (H): 0.393, atom 75 (H): 0.281, atom 76 (F): -0.266, atom 77 (C): 0.744, atom 78 (F): -0.256, atom 79 (F): -0.305, atom 80 (C): 0.592, atom 81 (O): -0.717, atom 82 (O): -0.669

(2)
Computed, not measured: C62H46F12N7O4S2Tl as an isolated structure, with ωB97M-V/def2-TZVPD.

Values from the calculation:
- Relative energy (zero: lowest compared OMol25 entry of this formula, charge and spin): 0.0 kcal per mole
- Frontier orbital gap: 0.1786 Eh
- Charge: -2
- E_LUMO: 3.59 eV
- Energy: -142640.1973 eV

Atoms and positions in Å:
Tl -0.91 -0.03 -0.54
C -3.60 -3.51 -6.46
C -3.38 -2.41 -5.44
C -3.28 -1.07 -5.79
C -2.99 -0.11 -4.84
C -2.72 -0.41 -3.47
N -2.21 0.54 -2.63
C -1.63 1.67 -3.18
C -0.86 1.56 -4.36
C -0.24 2.63 -4.97
C -0.34 3.90 -4.43
C 0.31 5.10 -5.06
C -1.03 4.02 -3.23
C -1.64 2.95 -2.56
C -2.09 3.11 -1.08
O -1.24 2.46 -0.25
C -3.59 2.61 -0.88
F -4.33 3.38 -0.03
F -4.29 2.64 -2.04
F -3.63 1.39 -0.37
C -2.06 4.61 -0.60
F -2.38 4.75 0.70
F -0.80 5.13 -0.67
F -2.86 5.45 -1.30
C -3.08 -1.75 -3.08
C -3.33 -2.69 -4.08
C -3.41 -2.15 -1.62
O -2.75 -1.57 -0.63
C -4.96 -1.85 -1.48
F -5.75 -2.53 -2.35
F -5.40 -2.15 -0.24
F -5.21 -0.55 -1.69
C -3.23 -3.73 -1.39
F -4.17 -4.58 -1.90
F -2.04 -4.17 -1.90
F -3.19 -4.01 -0.08
H -3.38 -3.15 -7.47
H -4.63 -3.87 -6.45
H -2.95 -4.36 -6.26
H -3.44 -0.76 -6.82
H -2.96 0.92 -5.14
H -0.76 0.58 -4.79
H 0.34 2.46 -5.88
H 0.69 4.87 -6.06
H 1.14 5.47 -4.46
H -0.40 5.93 -5.17
H -1.06 5.01 -2.81
H -3.56 -3.71 -3.80
N 1.06 2.90 -0.21
C 1.68 2.50 -1.34
N 2.55 3.34 -1.93
C 3.11 2.85 -3.03
N 4.04 3.64 -3.66
N 2.88 1.65 -3.58
C 1.99 0.92 -2.90
N 1.39 1.28 -1.79
C 1.63 -0.43 -3.44
C 2.30 -0.99 -4.52
C 1.88 -2.23 -4.98
C 0.82 -2.86 -4.35
C 0.23 -2.23 -3.27
N 0.62 -1.04 -2.83
H 1.15 3.88 -0.01
H 0.17 2.46 0.00
H 3.98 4.62 -3.42
H 4.19 3.43 -4.63
H 3.12 -0.46 -4.97
H 2.38 -2.70 -5.83
H 0.45 -3.83 -4.69
H -0.60 -2.68 -2.75
C 3.27 5.57 5.53
C 2.77 4.47 4.62
C 1.84 4.74 3.62
C 1.40 3.73 2.77
C 1.89 2.44 2.92
C 2.83 2.16 3.90
C 3.25 3.17 4.75
S 1.44 1.14 1.74
O 2.51 0.11 1.88
C -0.03 0.63 2.71
C -1.13 1.50 2.47
C -2.31 1.30 3.11
C -2.45 0.24 4.03
C -3.65 0.04 4.76
C -3.78 -0.97 5.66
C -2.71 -1.87 5.86
C -1.54 -1.72 5.16
C -1.36 -0.64 4.25
C -0.12 -0.44 3.56
C 1.01 -1.35 3.91
C 1.81 -1.05 5.06
C 1.60 0.11 5.84
C 2.34 0.35 6.96
C 3.35 -0.56 7.36
C 3.59 -1.67 6.61
C 2.84 -1.95 5.45
C 3.05 -3.13 4.69
C 2.25 -3.42 3.63
C 1.21 -2.53 3.26
S -0.08 -3.14 2.15
O -0.62 -4.34 2.86
C 1.03 -3.80 0.89
C 1.95 -2.99 0.23
C 2.78 -3.57 -0.73
C 2.70 -4.92 -1.03
C 3.60 -5.54 -2.07
C 1.75 -5.70 -0.37
C 0.92 -5.15 0.59
H 2.80 6.52 5.30
H 4.35 5.69 5.43
H 3.06 5.33 6.58
H 1.45 5.74 3.50
H 0.68 3.95 1.98
H 3.22 1.16 3.97
H 3.98 2.95 5.52
H -1.05 2.28 1.72
H -3.15 1.94 2.90
H -4.48 0.72 4.57
H -4.70 -1.11 6.21
H -2.82 -2.69 6.55
H -0.73 -2.43 5.30
H 0.84 0.82 5.53
H 2.16 1.24 7.55
H 3.92 -0.36 8.26
H 4.37 -2.37 6.91
H 3.84 -3.81 4.98
H 2.38 -4.34 3.07
H 2.03 -1.94 0.47
H 3.50 -2.94 -1.24
H 4.27 -4.79 -2.50
H 3.02 -5.98 -2.88
H 4.22 -6.33 -1.63
H 1.66 -6.76 -0.61
H 0.18 -5.74 1.12

These are the Mulliken partial charges, in e, on atoms 1 to 99: atom 1 (Tl): 2.052, atom 2 (C): -1.782, atom 3 (C): 0.279, atom 4 (C): -1.099, atom 5 (C): -0.988, atom 6 (C): 0.612, atom 7 (N): 0.586, atom 8 (C): 0.245, atom 9 (C): -0.218, atom 10 (C): -1.201, atom 11 (C): 0.526, atom 12 (C): -1.770, atom 13 (C): -0.618, atom 14 (C): -0.516, atom 15 (C): 1.451, atom 16 (O): -1.633, atom 17 (C): 0.377, atom 18 (F): -0.385, atom 19 (F): -0.331, atom 20 (F): 0.024, atom 21 (C): -0.178, atom 22 (F): -0.268, atom 23 (F): -0.261, atom 24 (F): -0.329, atom 25 (C): -0.940, atom 26 (C): -0.266, atom 27 (C): 1.993, atom 28 (O): -0.709, atom 29 (C): 0.392, atom 30 (F): -0.297, atom 31 (F): -0.282, atom 32 (F): -0.184, atom 33 (C): -0.118, atom 34 (F): -0.299, atom 35 (F): -0.192, atom 36 (F): -0.260, atom 37 (H): 0.393, atom 38 (H): 0.319, atom 39 (H): 0.347, atom 40 (H): 0.312, atom 41 (H): 0.533, atom 42 (H): 0.289, atom 43 (H): 0.171, atom 44 (H): 0.400, atom 45 (H): 0.255, atom 46 (H): 0.408, atom 47 (H): 0.478, atom 48 (H): 0.329, atom 49 (N): 1.591, atom 50 (C): 0.151, atom 51 (N): -0.861, atom 52 (C): 0.065, atom 53 (N): -0.528, atom 54 (N): -0.686, atom 55 (C): -0.058, atom 56 (N): 0.910, atom 57 (C): -0.054, atom 58 (C): -0.337, atom 59 (C): -1.111, atom 60 (C): -0.792, atom 61 (C): -0.667, atom 62 (N): 1.584, atom 63 (H): 0.364, atom 64 (H): -1.286, atom 65 (H): 0.272, atom 66 (H): 0.262, atom 67 (H): 0.565, atom 68 (H): 0.392, atom 69 (H): 0.618, atom 70 (H): 0.208, atom 71 (C): -1.578, atom 72 (C): 1.143, atom 73 (C): -1.283, atom 74 (C): -0.019, atom 75 (C): 0.038, atom 76 (C): -0.525, atom 77 (C): -0.869, atom 78 (S): 1.681, atom 79 (O): -0.847, atom 80 (C): 1.059, atom 81 (C): 0.127, atom 82 (C): -0.689, atom 83 (C): 1.045, atom 84 (C): -0.978, atom 85 (C): -0.630, atom 86 (C): -0.954, atom 87 (C): -0.514, atom 88 (C): 0.782, atom 89 (C): -1.004, atom 90 (C): -0.255, atom 91 (C): 0.943, atom 92 (C): -0.978, atom 93 (C): -0.624, atom 94 (C): -0.706, atom 95 (C): -0.976, atom 96 (C): 0.924, atom 97 (C): -1.236, atom 98 (C): -0.863, atom 99 (C): 0.436

(3)
Computed, not measured: C29H47N5O7P2V as an isolated structure, with ωB97M-V/def2-TZVPD.

Values from the calculation:
- Spin multiplicity: 4
- Relative energy (zero: lowest compared OMol25 entry of this formula, charge and spin): 33.5 kcal per mole
- Frontier orbital gap (spin up / spin down): 0.2569 / 0.2632 Eh
- Charge: +2
- E_LUMO (spin up / spin down): -5.78 / -6.47 eV
- Energy: -96876.8414 eV

Atoms and positions in Å:
V -0.65 0.75 1.06
C -0.06 -4.15 2.05
C 0.25 -3.02 1.08
C 1.41 -3.38 0.18
O -0.95 -2.82 0.24
P -1.81 -1.74 -0.45
O -2.02 -0.42 0.27
C -1.05 -1.34 -2.03
P 0.51 -0.47 -1.75
O 0.69 -0.16 -0.28
O 1.70 -1.35 -2.20
C 1.91 -1.97 -3.54
C 1.51 -3.43 -3.47
C 3.37 -1.80 -3.87
O 0.41 0.76 -2.69
C 1.47 1.75 -3.05
C 0.86 3.12 -2.98
C 2.72 1.65 -2.18
O -3.20 -2.37 -0.67
C -3.72 -3.67 -1.15
C -3.53 -3.77 -2.65
C -3.14 -4.85 -0.39
H 0.88 -4.61 2.36
H -0.66 -4.91 1.55
H -0.58 -3.81 2.93
H 0.44 -2.09 1.59
H 1.17 -4.28 -0.39
H 2.27 -3.59 0.81
H 1.67 -2.57 -0.50
H -1.74 -0.68 -2.55
H -0.89 -2.23 -2.64
H 1.29 -1.43 -4.25
H 2.19 -3.98 -2.82
H 1.57 -3.86 -4.48
H 0.49 -3.57 -3.11
H 3.98 -2.18 -3.05
H 3.63 -0.75 -4.06
H 3.61 -2.37 -4.77
H 1.71 1.52 -4.08
H 0.72 3.43 -1.94
H -0.11 3.15 -3.50
H 1.52 3.83 -3.47
H 2.46 1.80 -1.13
H 3.41 2.44 -2.49
H 3.23 0.70 -2.28
H -4.77 -3.59 -0.92
H -2.47 -3.92 -2.91
H -3.90 -2.88 -3.15
H -4.09 -4.63 -3.02
H -2.09 -5.02 -0.67
H -3.71 -5.74 -0.65
H -3.20 -4.69 0.68
C -4.27 -2.09 3.89
C -2.91 -2.33 3.88
C -2.01 -1.32 3.55
C -2.49 -0.06 3.24
C -3.85 0.20 3.28
C -4.74 -0.81 3.60
N -1.62 0.96 2.70
N -1.94 2.16 3.08
C -1.72 3.09 2.08
C -1.94 4.45 2.27
C -1.93 5.28 1.16
C -1.76 4.74 -0.11
C -1.53 3.39 -0.23
N -1.44 2.59 0.84
H -4.97 -2.88 4.13
H -2.55 -3.31 4.15
H -0.94 -1.48 3.61
H -4.20 1.19 3.04
H -5.81 -0.60 3.63
H -2.15 4.81 3.26
H -2.11 6.34 1.29
H -1.82 5.36 -1.00
H -1.42 2.92 -1.19
N 0.91 1.74 1.73
C 1.72 2.53 1.97
N 2.61 3.44 2.23
C 2.53 4.78 1.60
C 3.63 4.87 0.57
O 4.89 4.62 1.17
C 4.98 3.33 1.74
C 3.94 3.13 2.81
H 2.69 5.52 2.38
H 1.54 4.93 1.17
H 3.66 5.87 0.15
H 3.44 4.15 -0.24
H 5.98 3.24 2.17
H 4.87 2.56 0.96
H 4.10 3.82 3.63
H 3.94 2.11 3.19

Per-atom Mulliken charges, elementary charge units: atom 1 (V): 0.319, atom 2 (C): -1.241, atom 3 (C): 1.488, atom 4 (C): -1.135, atom 5 (O): 0.325, atom 6 (P): 1.064, atom 7 (O): -1.070, atom 8 (C): -0.367, atom 9 (P): 0.186, atom 10 (O): -0.853, atom 11 (O): -0.389, atom 12 (C): 0.681, atom 13 (C): -1.122, atom 14 (C): -1.529, atom 15 (O): -0.251, atom 16 (C): 0.791, atom 17 (C): -1.534, atom 18 (C): -0.943, atom 19 (O): -0.273, atom 20 (C): 0.507, atom 21 (C): -1.203, atom 22 (C): -1.043, atom 23 (H): 0.458, atom 24 (H): 0.223, atom 25 (H): 0.171, atom 26 (H): -0.436, atom 27 (H): 0.300, atom 28 (H): 0.536, atom 29 (H): -0.027, atom 30 (H): 0.468, atom 31 (H): 0.111, atom 32 (H): 0.349, atom 33 (H): 0.306, atom 34 (H): 0.523, atom 35 (H): 0.118, atom 36 (H): 0.327, atom 37 (H): 0.341, atom 38 (H): 0.477, atom 39 (H): 0.257, atom 40 (H): 0.202, atom 41 (H): 0.384, atom 42 (H): 0.496, atom 43 (H): 0.002, atom 44 (H): 0.571, atom 45 (H): 0.153, atom 46 (H): 0.305, atom 47 (H): 0.128, atom 48 (H): 0.354, atom 49 (H): 0.476, atom 50 (H): 0.103, atom 51 (H): 0.527, atom 52 (H): 0.281, atom 53 (C): -0.614, atom 54 (C): -0.897, atom 55 (C): -0.225, atom 56 (C): 0.312, atom 57 (C): -0.056, atom 58 (C): -0.878, atom 59 (N): 0.864, atom 60 (N): -1.071, atom 61 (C): 0.583, atom 62 (C): -0.626, atom 63 (C): -0.368, atom 64 (C): -0.826, atom 65 (C): -0.629, atom 66 (N): 0.340, atom 67 (H): 0.459, atom 68 (H): 0.433, atom 69 (H): 0.652, atom 70 (H): 0.470, atom 71 (H): 0.408, atom 72 (H): 0.573, atom 73 (H): 0.465, atom 74 (H): 0.491, atom 75 (H): 0.686, atom 76 (N): -0.143, atom 77 (C): 0.595, atom 78 (N): -0.122, atom 79 (C): -0.442, atom 80 (C): -0.255, atom 81 (O): -0.389, atom 82 (C): -0.416, atom 83 (C): -0.642, atom 84 (H): 0.255, atom 85 (H): 0.272, atom 86 (H): 0.416, atom 87 (H): 0.080, atom 88 (H): 0.370, atom 89 (H): 0.253, atom 90 (H): 0.314, atom 91 (H): 0.418